# 1
C14H35GaNO4 as an isolated structure, computed with ωB97M-V/def2-TZVPD.

Properties
LUMO level ... 2.8 eV
Net charge ... -1

Last column: Mulliken charge in e.
CARTESIAN COORDINATES (ANGSTROEM)
C 6.381 -1.952 -1.207  -1.28
C 5.394 -1.177 -2.053  0.63
O 5.408 -1.259 -3.216  -0.51
N 4.459 -0.402 -1.319  0.13
C 3.218 -1.188 -1.199  -0.85
C 4.298 0.968 -1.845  -0.91
C 2.969 1.315 -2.510  -0.67
C 1.915 1.852 -1.504  -0.84
C 0.528 1.183 -1.637  -0.46
Ga -0.180 0.346 0.119  0.22
C -1.147 -1.407 -0.358  -0.39
C -2.104 -1.183 -1.535  -0.76
C -2.216 -2.401 -2.470  -0.41
O -1.532 -2.193 -3.708  -0.59
H 6.241 -1.685 -0.175  0.36
H 7.379 -1.723 -1.551  0.39
H 6.174 -3.006 -1.351  0.28
H 2.417 -0.651 -0.714  -0.13
H 2.926 -1.593 -2.168  0.40
H 3.431 -2.054 -0.576  0.35
H 5.081 1.125 -2.584  0.39
H 4.503 1.688 -1.062  0.35
H 2.563 0.534 -3.136  0.32
H 3.180 2.150 -3.174  0.44
H 2.303 1.684 -0.505  0.33
H 1.790 2.921 -1.633  0.36
H 0.610 0.358 -2.346  0.00
H -0.217 1.873 -2.019  0.62
H -1.095 1.372 0.961  -0.35
H 1.128 -0.025 1.017  -0.38
H -0.416 -2.166 -0.625  0.37
H -1.665 -1.740 0.542  0.07
H -1.805 -0.334 -2.147  0.49
H -3.101 -0.993 -1.141  0.08
H -3.246 -2.646 -2.709  0.32
H -1.775 -3.264 -1.978  0.28
H -0.821 -1.558 -3.550  0.32
C -5.429 -1.070 2.962  -1.06
C -4.730 -2.014 1.998  -0.13
O -3.331 -2.055 2.238  -0.46
H -5.014 -0.065 2.871  0.25
H -6.502 -1.029 2.764  0.33
H -5.278 -1.393 3.995  0.32
H -4.865 -1.678 0.971  0.25
H -5.143 -3.026 2.088  0.25
H -3.196 -2.360 3.143  0.26
C -2.983 3.949 3.716  -1.02
C -1.839 3.006 4.049  -0.21
O -0.759 3.165 3.146  -0.41
H -3.329 3.773 2.697  0.24
H -3.821 3.812 4.403  0.32
H -2.654 4.991 3.773  0.37
H -2.165 1.970 3.969  0.24
H -1.486 3.180 5.074  0.26
H -0.447 4.075 3.208  0.25

---

# 2
A 9-piece molecular cluster, C31H63NO15S2 overall, computed with ωB97M-V/def2-TZVPD.

Properties
LUMO level ... 0.1 eV
Structure (SMILES) ... O=S1(=O)OCCO1.O=S1(=O)OCCO1.CNC(C)=O.C1CCOC1.C1CCOC1.C1CCOC1.C1CCOC1.C1CCOC1.C1CCOC1

Last column: Mulliken charge in e.
CARTESIAN COORDINATES (ANGSTROEM)
O 9.766 5.228 0.827  -0.54
S 8.470 4.503 0.955  1.08
O 8.357 3.472 1.999  -0.53
O 7.280 5.591 1.143  -0.28
C 6.229 5.344 0.305  -0.24
C 6.547 4.060 -0.499  -0.29
O 7.975 3.956 -0.495  -0.29
H 5.354 5.179 0.934  0.26
H 6.206 6.214 -0.351  0.27
H 6.286 4.034 -1.557  0.29
H 6.069 3.193 -0.044  0.27
O 6.402 -2.495 -7.621  -0.54
S 7.897 -2.686 -7.708  1.09
O 8.362 -3.734 -8.572  -0.50
O 8.626 -1.263 -8.073  -0.30
C 9.264 -0.686 -6.934  -0.27
C 8.811 -1.508 -5.665  -0.34
O 8.515 -2.769 -6.192  -0.31
H 10.347 -0.731 -7.053  0.29
H 8.963 0.356 -6.822  0.28
H 7.833 -1.141 -5.353  0.30
H 9.435 -1.472 -4.771  0.33
C 0.005 -0.455 5.828  -0.85
N 1.390 -0.813 6.056  -0.21
C 2.385 -0.552 5.155  0.66
C 3.812 -0.787 5.608  -0.93
O 2.225 -0.150 4.018  -0.62
H -0.708 -1.266 5.972  0.30
H -0.063 -0.140 4.787  0.31
H -0.281 0.376 6.474  0.28
H 1.532 -1.289 6.935  0.24
H 4.323 -1.590 5.076  0.26
H 3.780 -0.952 6.685  0.31
H 4.262 0.205 5.592  0.26
C -0.126 -0.453 -3.543  -0.52
C 0.196 -1.879 -3.143  -0.50
C -0.960 -2.761 -3.496  -0.34
O -2.051 -1.803 -3.477  -0.43
C -1.626 -0.452 -3.394  -0.36
H 0.192 -0.255 -4.566  0.26
H 0.310 0.356 -2.956  0.32
H 0.450 -1.875 -2.083  0.26
H 1.073 -2.191 -3.710  0.31
H -1.095 -3.582 -2.792  0.23
H -0.934 -3.163 -4.509  0.25
H -1.990 -0.050 -2.448  0.29
H -2.003 0.047 -4.286  0.23
C -7.128 -8.621 1.890  -0.55
C -6.356 -7.620 2.605  -0.49
C -5.682 -8.452 3.671  -0.43
O -6.315 -9.698 3.722  -0.39
C -7.550 -9.575 3.023  -0.43
H -6.508 -9.060 1.108  0.26
H -8.014 -8.259 1.368  0.34
H -6.940 -6.830 3.077  0.25
H -5.628 -7.159 1.936  0.28
H -5.815 -8.021 4.663  0.28
H -4.652 -8.628 3.360  0.28
H -8.437 -9.204 3.536  0.29
H -7.835 -10.507 2.533  0.32
C -1.301 7.573 2.879  -0.48
C -2.140 6.291 2.738  -0.54
C -1.649 5.648 1.388  -0.39
O -0.762 6.641 0.839  -0.40
C -0.950 7.886 1.436  -0.46
H -0.354 7.576 3.419  0.27
H -1.896 8.372 3.323  0.29
H -3.190 6.577 2.673  0.27
H -2.056 5.640 3.609  0.31
H -2.471 5.452 0.698  0.27
H -1.073 4.757 1.636  0.26
H -1.715 8.494 0.953  0.28
H -0.069 8.529 1.448  0.33
C -8.028 1.970 3.533  -0.57
C -7.589 0.553 3.162  -0.59
C -8.736 0.009 2.351  -0.35
O -9.922 0.852 2.768  -0.41
C -9.569 1.728 3.810  -0.43
H -8.009 2.588 2.635  0.28
H -7.407 2.380 4.329  0.35
H -7.429 -0.120 4.005  0.29
H -6.655 0.601 2.603  0.30
H -8.857 -1.054 2.562  0.26
H -8.541 0.204 1.297  0.27
H -9.689 1.250 4.781  0.29
H -10.013 2.724 3.802  0.32
C 2.377 -7.871 0.905  -0.64
C 2.965 -6.892 1.928  -0.55
C 3.034 -7.770 3.126  -0.37
O 3.537 -9.047 2.652  -0.40
C 3.207 -9.145 1.214  -0.39
H 2.529 -7.545 -0.124  0.33
H 1.312 -7.932 1.129  0.28
H 2.265 -6.071 2.077  0.31
H 3.909 -6.489 1.560  0.30
H 2.054 -7.947 3.570  0.28
H 3.750 -7.298 3.799  0.29
H 2.620 -10.035 0.990  0.28
H 4.056 -9.070 0.535  0.28
C -1.149 7.754 -7.032  -0.55
C -0.101 7.133 -6.193  -0.57
C 0.570 8.324 -5.546  -0.34
O -0.547 9.251 -5.382  -0.41
C -1.723 8.828 -6.101  -0.41
H -1.892 7.104 -7.493  0.36
H -0.762 8.384 -7.833  0.23
H 0.576 6.551 -6.818  0.31
H -0.444 6.368 -5.497  0.28
H 1.275 8.749 -6.261  0.26
H 1.040 8.013 -4.613  0.27
H -2.238 9.622 -6.641  0.28
H -2.377 8.374 -5.358  0.27

---

In the order shown, the computed Kohn-Sham gap values come out to 6.94; 9.66 eV.
In the order shown, the computed HOMO energy values come out to -4.111; -9.545 eV.
In the order shown, the computed E_tot values come out to -2834.831489; -3198.426399 a.u..